ORCA calculation (ωB97M-V with the def2-TZVPD basis set) on a cluster of 15 separate species, C90H115N5O50 in total in a non-equilibrium geometry.

Cartesian coordinates (Å):
1 C -30.501 -2.416 -18.935
2 O -31.283 -2.913 -20.020
3 C -30.448 -3.569 -20.981
4 C -31.354 -3.774 -22.164
5 N -32.398 -4.776 -21.905
6 C -33.562 -4.875 -22.898
7 C -33.055 -5.595 -24.134
8 O -34.077 -5.986 -25.111
9 C -34.617 -4.881 -25.752
10 H -29.652 -1.858 -19.388
11 H -30.094 -3.198 -18.340
12 H -31.148 -1.732 -18.382
13 H -30.037 -4.524 -20.563
14 H -29.552 -3.011 -21.219
15 H -30.705 -4.141 -22.945
16 H -31.907 -2.856 -22.394
17 H -32.714 -4.596 -20.953
18 H -33.859 -3.878 -23.157
19 H -34.369 -5.409 -22.397
20 H -32.569 -6.555 -23.832
21 H -32.383 -5.010 -24.724
22 H -35.478 -4.435 -25.209
23 H -34.890 -5.095 -26.765
24 H -33.857 -4.045 -25.888
25 C -22.207 -7.877 -15.873
26 O -23.480 -8.665 -15.920
27 C -24.651 -7.812 -15.927
28 C -25.849 -8.516 -16.524
29 N -26.998 -7.562 -16.519
30 C -28.348 -8.139 -16.410
31 C -28.735 -8.961 -17.605
32 O -28.205 -8.253 -18.673
33 C -28.737 -8.605 -19.919
34 H -22.252 -6.997 -15.240
35 H -22.043 -7.612 -16.879
36 H -21.366 -8.533 -15.565
37 H -24.406 -6.937 -16.583
38 H -24.757 -7.431 -14.901
39 H -26.150 -9.314 -15.871
40 H -25.782 -8.947 -17.534
41 H -26.956 -7.157 -17.449
42 H -29.001 -7.285 -16.409
43 H -28.327 -8.649 -15.458
44 H -29.874 -8.980 -17.626
45 H -28.418 -10.042 -17.626
46 H -29.818 -8.689 -19.768
47 H -28.242 -9.504 -20.301
48 H -28.496 -7.906 -20.708
49 C -17.225 -7.055 -16.061
50 O -17.457 -7.578 -14.803
51 C -18.822 -7.564 -14.435
52 C -19.072 -8.867 -13.675
53 N -19.030 -10.072 -14.451
54 C -18.980 -11.188 -13.549
55 C -19.513 -12.493 -14.183
56 O -19.746 -13.481 -13.225
57 C -20.095 -14.711 -13.858
58 H -17.345 -5.951 -16.056
59 H -17.768 -7.522 -16.897
60 H -16.195 -7.183 -16.315
61 H -19.382 -7.445 -15.366
62 H -18.953 -6.659 -13.910
63 H -20.115 -8.783 -13.264
64 H -18.435 -8.865 -12.790
65 H -18.223 -10.029 -15.020
66 H -19.709 -10.947 -12.797
67 H -18.025 -11.310 -13.001
68 H -18.934 -13.007 -15.002
69 H -20.482 -12.202 -14.704
70 H -19.244 -15.190 -14.358
71 H -20.891 -14.381 -14.521
72 H -20.540 -15.425 -13.201
73 C -22.428 -10.203 -24.020
74 O -23.334 -10.955 -23.291
75 C -24.485 -10.228 -23.023
76 C -25.151 -10.867 -21.827
77 N -24.361 -10.732 -20.644
78 C -24.899 -11.385 -19.440
79 C -23.949 -11.037 -18.274
80 O -22.761 -11.685 -18.509
81 C -21.564 -11.163 -17.934
82 H -21.448 -10.742 -23.999
83 H -22.116 -9.224 -23.636
84 H -22.653 -10.118 -25.082
85 H -25.130 -10.303 -23.877
86 H -24.261 -9.198 -22.843
87 H -25.338 -11.930 -22.092
88 H -26.161 -10.457 -21.628
89 H -23.407 -11.001 -20.742
90 H -25.069 -12.501 -19.479
91 H -25.849 -10.915 -19.320
92 H -24.206 -11.240 -17.217
93 H -23.818 -9.920 -18.344
94 H -21.646 -10.927 -16.891
95 H -21.296 -10.208 -18.386
96 H -20.797 -11.895 -18.049
97 C -27.818 -17.127 -16.085
98 O -26.715 -16.514 -15.498
99 C -25.721 -16.094 -16.405
100 C -26.075 -14.808 -17.094
101 N -26.482 -13.799 -16.116
102 C -27.391 -12.801 -16.620
103 C -28.792 -13.082 -16.161
104 O -28.864 -13.015 -14.770
105 C -30.051 -13.678 -14.359
106 H -27.547 -17.923 -16.826
107 H -28.314 -16.362 -16.611
108 H -28.342 -17.603 -15.242
109 H -25.722 -16.886 -17.147
110 H -24.816 -15.986 -15.881
111 H -26.933 -14.952 -17.799
112 H -25.180 -14.500 -17.634
113 H -26.908 -14.171 -15.264
114 H -27.467 -12.800 -17.744
115 H -27.094 -11.771 -16.267
116 H -29.008 -14.118 -16.493
117 H -29.524 -12.368 -16.565
118 H -30.889 -13.055 -14.714
119 H -30.053 -13.723 -13.284
120 H -30.147 -14.721 -14.671
121 C -20.742 -6.319 -11.855
122 C -19.961 -6.889 -10.974
123 C -20.182 -8.272 -10.524
124 O -19.239 -8.651 -9.807
125 C -21.336 -9.012 -10.813
126 C -22.204 -8.435 -11.679
127 C -21.946 -7.091 -12.292
128 O -22.747 -6.687 -13.075
129 O -23.428 -8.816 -11.984
130 O -18.746 -6.417 -10.548
131 H -20.645 -5.366 -12.359
132 H -21.404 -9.973 -10.299
133 H -23.888 -8.134 -12.532
134 H -18.394 -7.024 -9.902
135 C -24.607 -5.724 -18.836
136 C -24.911 -6.829 -19.541
137 C -25.863 -6.765 -20.737
138 O -25.981 -7.765 -21.395
139 C -26.684 -5.576 -20.921
140 C -26.569 -4.509 -20.039
141 C -25.320 -4.519 -19.161
142 O -24.884 -3.418 -18.861
143 O -27.333 -3.461 -19.885
144 O -24.330 -8.027 -19.356
145 H -23.733 -5.493 -18.124
146 H -27.324 -5.628 -21.804
147 H -27.099 -2.836 -19.069
148 H -24.600 -8.789 -20.032
149 C -26.069 -12.004 -13.078
150 C -25.849 -13.371 -13.141
151 C -24.517 -13.893 -13.489
152 O -24.327 -15.116 -13.495
153 C -23.522 -12.978 -13.943
154 C -23.719 -11.656 -13.912
155 C -25.102 -11.073 -13.462
156 O -25.207 -9.843 -13.715
157 O -22.786 -10.773 -14.310
158 O -26.702 -14.337 -12.974
159 H -27.079 -11.618 -12.921
160 H -22.574 -13.367 -14.338
161 H -23.324 -9.956 -14.410
162 H -26.095 -15.122 -13.128
163 C -29.783 -12.013 -20.243
164 C -31.089 -12.263 -20.372
165 C -31.619 -13.333 -21.323
166 O -32.819 -13.505 -21.308
167 C -30.678 -14.030 -22.199
168 C -29.376 -13.844 -21.959
169 C -28.850 -12.871 -20.981
170 O -27.641 -12.876 -20.783
171 O -28.441 -14.487 -22.659
172 O -32.042 -11.654 -19.707
173 H -29.397 -11.331 -19.476
174 H -31.112 -14.586 -22.968
175 H -27.593 -14.264 -22.166
176 H -32.885 -12.079 -20.030
177 C -32.216 -5.653 -18.085
178 C -33.318 -4.908 -18.387
179 C -33.775 -3.703 -17.561
180 O -34.605 -3.015 -18.130
181 C -33.248 -3.599 -16.242
182 C -32.240 -4.404 -15.879
183 C -31.582 -5.331 -16.846
184 O -30.488 -5.764 -16.425
185 O -31.577 -4.370 -14.762
186 O -34.117 -4.972 -19.451
187 H -31.751 -6.322 -18.741
188 H -33.697 -2.810 -15.602
189 H -30.829 -5.032 -14.892
190 H -34.671 -4.177 -19.466
191 C -21.757 -2.698 -13.254
192 C -23.064 -2.441 -13.526
193 C -23.669 -2.758 -14.862
194 O -24.795 -2.406 -15.103
195 C -22.856 -3.350 -15.898
196 C -21.604 -3.857 -15.619
197 C -20.957 -3.573 -14.216
198 O -19.862 -4.077 -14.045
199 O -20.749 -4.425 -16.464
200 O -23.950 -1.890 -12.714
201 H -21.251 -2.416 -12.350
202 H -23.318 -3.403 -16.914
203 H -19.900 -4.557 -15.974
204 H -24.722 -1.701 -13.264
205 C -31.522 -9.373 -22.268
206 C -31.196 -8.038 -22.144
207 C -29.971 -7.466 -22.825
208 O -29.787 -6.259 -22.733
209 C -29.084 -8.333 -23.494
210 C -29.448 -9.601 -23.677
211 C -30.755 -10.198 -23.067
212 O -31.004 -11.382 -23.245
213 O -28.879 -10.387 -24.533
214 O -31.975 -7.247 -21.513
215 H -32.463 -9.616 -21.827
216 H -28.129 -7.915 -23.744
217 H -29.373 -11.213 -24.311
218 H -31.970 -5.828 -21.826
219 C -27.601 -3.814 -16.599
220 C -27.818 -4.354 -15.351
221 C -28.468 -3.468 -14.310
222 O -28.705 -3.957 -13.212
223 C -28.732 -2.034 -14.603
224 C -28.242 -1.549 -15.758
225 C -27.644 -2.432 -16.893
226 O -27.359 -1.928 -17.973
227 O -28.456 -0.316 -16.219
228 O -27.601 -5.497 -14.967
229 H -27.160 -4.450 -17.330
230 H -29.250 -1.475 -13.905
231 H -28.054 -0.368 -17.132
232 H -26.935 -6.713 -15.863
233 C -32.609 -9.362 -17.004
234 C -33.704 -8.699 -17.326
235 C -34.172 -7.594 -16.454
236 O -35.162 -7.014 -16.874
237 C -33.577 -7.232 -15.184
238 C -32.437 -7.905 -14.895
239 C -31.886 -9.035 -15.783
240 O -30.779 -9.499 -15.386
241 O -31.649 -7.703 -13.926
242 O -34.522 -8.933 -18.342
243 H -32.229 -10.193 -17.509
244 H -34.091 -6.540 -14.531
245 H -30.935 -8.377 -14.129
246 H -35.263 -8.308 -18.387
247 C -26.290 -5.102 -11.346
248 C -27.423 -4.558 -10.887
249 C -28.808 -5.237 -11.126
250 O -29.708 -4.686 -10.539
251 C -28.893 -6.480 -11.919
252 C -27.741 -6.947 -12.414
253 C -26.473 -6.211 -12.215
254 O -25.558 -6.715 -12.856
255 O -27.614 -8.018 -13.218
256 O -27.571 -3.373 -10.392
257 H -25.314 -4.689 -11.378
258 H -29.872 -6.929 -12.061
259 H -26.698 -8.016 -13.446
260 H -28.609 -3.426 -10.275

Frontier orbital gap (hartree): 0.23565
HOMO energy (hartree): -0.31515

Here are the Mulliken charges for atoms 1 to 2, given in e: number 1, C, carries -0.879; number 2, O, carries -0.441